(1)
# C16H18F2NO4P

3 unconnected molecules or ions with the total composition C16H18F2NO4P at a distorted geometry (wB97M-V/def2-TZVPD, the OMol25 dataset).

Summary:
Kohn-Sham gap   9.0 eV
Relative energy (zero: lowest compared OMol25 entry of this formula, charge and spin)   455.54 kJ/mol
HOMO level   -8.98 eV
Energy   -41286.2649 eV

```
! wB97M-V def2-TZVPD RIJCOSX def2/J DEFGRID3
* xyz 0 1
O 2.28 0.48 -0.77
C 1.84 -0.66 -1.31
C 2.42 -2.06 -0.64
C 1.88 -3.26 -1.64
C 0.73 -2.41 -2.50
P -1.11 -2.82 -2.18
O -1.67 -3.54 -3.51
O -1.16 -4.05 -0.93
O -2.14 -1.44 -1.89
N 0.89 -0.91 -2.46
H 3.54 -2.07 -0.30
H 1.77 -2.17 0.33
H 2.73 -3.75 -2.29
H 1.44 -4.20 -1.07
H 1.01 -2.75 -3.61
H -0.99 -3.67 -0.02
H -1.73 -0.80 -1.23
H 1.11 -0.47 -3.39
F -0.25 5.99 0.61
C 0.95 5.45 0.36
C 2.05 6.28 0.22
C 3.30 5.71 -0.03
C 3.43 4.33 -0.14
C 2.31 3.50 0.00
C 1.06 4.07 0.26
H 1.93 7.35 0.31
H 4.18 6.35 -0.13
H 4.41 3.89 -0.34
H 2.41 2.43 -0.10
H 0.18 3.44 0.38
F -1.10 -1.64 0.68
C -2.16 -1.58 1.50
C -1.98 -1.79 2.86
C -3.08 -1.73 3.72
C -4.35 -1.46 3.20
C -4.52 -1.25 1.83
C -3.42 -1.31 0.98
H -0.99 -2.00 3.25
H -2.95 -1.88 4.79
H -5.21 -1.41 3.87
H -5.51 -1.05 1.43
H -3.53 -1.14 -0.09
*
```

Results of the Löwdin charge analysis, in e, for atoms 1 through 4: O -0.05; C -0.25; C -0.08; C -0.14

***

(2)
# C5H12NO

2 unconnected molecules or ions with the total composition C5H12NO (wB97M-V/def2-TZVPD, the OMol25 dataset).

Summary:
Kohn-Sham gap   6.6 eV
Relative energy (zero: lowest compared OMol25 entry of this formula, charge and spin)   114.89 kJ/mol
HOMO level   -2.51 eV
Energy   -8915.8730 eV

```
! wB97M-V def2-TZVPD RIJCOSX def2/J DEFGRID3
* xyz -1 1
C 2.46 0.67 1.57
C 0.99 0.73 1.97
C -0.74 -0.79 1.75
N 0.49 -0.66 2.02
H 2.91 1.66 1.52
H 3.02 0.11 2.32
H 2.52 0.16 0.61
H 0.41 1.29 1.23
H 0.82 1.23 2.93
H -1.38 0.08 1.61
H -1.16 -1.78 1.64
C -1.75 -0.40 -1.79
O -1.13 -0.94 -0.72
C -0.83 -0.27 -3.01
H -2.19 0.62 -1.59
H -2.67 -0.96 -2.13
H -1.38 -0.01 -3.93
H -0.33 -1.22 -3.20
H -0.08 0.49 -2.79
*
```

Results of the Löwdin charge analysis, in e, for atoms 1 through 4: C -0.13; C -0.34; C -0.13; N -0.06

***

(3)
# C5H12N2

A gas-phase ion, C5H12N2 (charge +2) at a distorted geometry (wB97M-V/def2-TZVPD, the OMol25 dataset).

Summary:
Kohn-Sham gap   11.2 eV
Relative energy (zero: lowest compared OMol25 entry of this formula, charge and spin)   216.61 kJ/mol
HOMO level   -20.07 eV
Energy   -8339.9738 eV

```
! wB97M-V def2-TZVPD RIJCOSX def2/J DEFGRID3
* xyz 2 1
C 3.05 0.73 -0.13
C 2.39 -0.52 0.29
N 1.20 -0.81 -0.12
C 0.10 -1.20 -0.38
C -1.23 -0.42 0.35
C -0.92 1.04 0.29
N -2.59 -0.76 -0.27
H 2.40 1.22 -0.86
H 3.41 1.37 0.76
H 4.01 0.48 -0.65
H 2.81 -1.14 0.97
H -0.19 -1.81 -1.23
H -1.40 -0.60 1.44
H -1.22 1.57 -0.59
H -1.31 1.52 1.09
H 0.18 1.30 0.32
H -3.36 -0.82 0.40
H -2.47 -1.75 -0.72
H -2.73 -0.06 -1.03
*
```

Results of the Löwdin charge analysis, in e, for atoms 1 through 4: C 0.01; C 0.05; N 0.14; C 0.08

***

(4)
# C20H48As3CoS3SeSi

A molecular structure, C20H48As3CoS3SeSi (wB97M-V/def2-TZVPD, the OMol25 dataset).

Summary:
Kohn-Sham gap (spin up / spin down)   6.5 / 7.7 eV
<S²>   0.8938
HOMO level (spin up / spin down)   -10.36 / -10.40 eV
Energy   -347386.6398 eV

```
! wB97M-V def2-TZVPD RIJCOSX def2/J DEFGRID3
* xyz 1 2
Co -0.02 0.07 -0.66
C 3.59 0.59 -1.48
As 2.21 0.29 -0.18
C 2.44 1.79 1.01
C 2.86 -1.11 1.02
C 2.80 -2.58 0.62
C 3.33 -2.77 -0.80
C 1.39 -3.18 0.71
As -0.10 -2.26 -0.14
C -1.60 -3.17 0.68
C -0.13 -3.08 -1.91
C 3.71 -3.39 1.57
As 3.74 -3.32 3.55
C 4.50 -1.53 3.85
C 1.90 -2.90 4.10
H 3.68 -0.24 -2.17
H 4.53 0.72 -0.93
H 3.35 1.50 -2.04
H 3.40 1.72 1.53
H 1.63 1.82 1.74
H 2.41 2.70 0.41
H 2.31 -0.93 1.95
H 3.91 -0.83 1.23
H 2.69 -2.32 -1.56
H 3.41 -3.83 -1.03
H 4.32 -2.34 -0.90
H 1.10 -3.31 1.76
H 1.40 -4.17 0.26
H -1.39 -4.25 0.67
H -2.49 -2.96 0.10
H -1.74 -2.84 1.71
H 0.03 -4.15 -1.84
H 0.64 -2.64 -2.55
H -1.11 -2.88 -2.36
H 4.75 -3.18 1.31
H 3.57 -4.45 1.34
H 5.34 -1.37 3.18
H 4.88 -1.50 4.87
H 3.77 -0.73 3.72
H 1.26 -3.78 4.01
H 1.46 -2.06 3.57
H 1.96 -2.64 5.16
C -5.64 1.67 -2.01
C -5.49 2.43 -0.68
S -3.80 2.90 -0.24
C -3.24 1.52 0.78
C -3.54 0.13 0.26
S -2.78 -0.21 -1.34
C -3.87 -1.53 -1.94
C -5.05 -1.01 -2.76
S -6.28 -0.03 -1.87
H -4.67 1.62 -2.51
H -6.33 2.22 -2.65
H -5.95 1.89 0.15
H -6.02 3.38 -0.76
H -3.68 1.59 1.78
H -2.16 1.69 0.90
H -4.62 0.01 0.12
H -3.22 -0.62 1.00
H -4.22 -2.12 -1.10
H -3.27 -2.18 -2.57
H -5.59 -1.86 -3.16
H -4.69 -0.43 -3.62
C 2.01 4.60 -1.54
Si 0.26 4.22 -0.99
C 0.05 4.45 0.87
C -0.99 5.22 -1.94
Se -0.28 2.10 -1.67
H 2.31 5.61 -1.25
H 2.10 4.52 -2.62
H 2.73 3.91 -1.10
H -0.35 5.44 1.07
H 0.99 4.36 1.41
H -0.65 3.73 1.28
H -0.85 6.28 -1.73
H -2.01 4.95 -1.65
H -0.90 5.07 -3.01
*
```

Results of the Löwdin charge analysis, in e, for atoms 1 through 4: Co -0.28; C -0.24; As 1.08; C -0.26

***

(5)
# CH2ClOP

2 unconnected molecules or ions with the total composition CH2ClOP at a distorted geometry (wB97M-V/def2-TZVPD, the OMol25 dataset).

Summary:
Kohn-Sham gap (spin up / spin down)   7.5 / 8.3 eV
Relative energy (zero: lowest compared OMol25 entry of this formula, charge and spin)   300.04 kJ/mol
HOMO level (spin up / spin down)   -8.90 / -9.44 eV
Energy   -24924.4699 eV

```
! wB97M-V def2-TZVPD RIJCOSX def2/J DEFGRID3
* xyz 0 1
C -0.74 -2.30 -3.50
O -0.04 -2.08 -2.57
P -0.52 -0.40 0.86
Cl -2.43 -2.26 -3.57
H -0.66 0.16 -0.40
H 0.74 0.16 1.01
*
```

Results of the Löwdin charge analysis, in e, for atoms 1 through 4: C -0.66; O -0.02; P 0.56; Cl 0.65

***

(6)
# C14H20AuF3N4O3S2

A molecular structure, C14H20AuF3N4O3S2 (wB97M-V/def2-TZVPD, the OMol25 dataset).

Summary:
Kohn-Sham gap   7.8 eV
Relative energy (zero: lowest compared OMol25 entry of this formula, charge and spin)   0.00 kJ/mol
HOMO level   -8.51 eV
Energy   -60460.2137 eV

```
! wB97M-V def2-TZVPD RIJCOSX def2/J DEFGRID3
* xyz 0 1
Au -0.30 -0.03 -0.22
S 0.58 -1.66 -4.06
C -0.36 -0.88 -3.01
N -1.01 -0.32 -2.20
F -3.82 2.74 2.76
C -3.34 1.56 2.40
F -4.32 0.66 2.45
F -2.38 1.20 3.26
S -2.66 1.68 0.69
O -3.77 2.00 -0.13
O -2.19 0.25 0.50
O -1.54 2.58 0.78
C 3.57 2.40 0.20
N 2.55 1.71 -0.57
C 1.41 2.52 -0.97
C 2.62 0.39 -0.82
N 1.53 -0.34 -0.95
N 3.83 -0.19 -0.97
C 4.91 0.48 -1.69
C 3.98 -1.63 -0.83
H 3.09 2.95 1.01
H 4.12 3.12 -0.41
H 4.27 1.69 0.63
H 1.78 3.48 -1.34
H 0.72 2.71 -0.15
H 0.87 2.03 -1.78
H 1.63 -1.20 -1.48
H 4.58 1.45 -2.04
H 5.19 -0.12 -2.56
H 5.79 0.60 -1.05
H 3.29 -2.00 -0.07
H 5.00 -1.84 -0.51
H 3.80 -2.15 -1.78
C 0.43 0.16 1.69
C 1.50 -0.82 2.04
C 2.77 -0.39 2.41
C 3.76 -1.29 2.75
C 3.50 -2.65 2.73
C 2.23 -3.10 2.36
C 1.24 -2.19 2.02
H 0.77 1.19 1.78
H -0.46 0.03 2.31
H 2.97 0.68 2.45
H 4.74 -0.93 3.05
H 4.27 -3.36 3.00
H 2.02 -4.16 2.35
H 0.26 -2.55 1.74
*
```

Results of the Löwdin charge analysis, in e, for atoms 1 through 4: Au 1.21; S 0.53; C -1.00; N -0.08